{
  "formula": "C9H14",
  "method": "ωB97M-V with the def2-TZVPD basis set",
  "e_lumo_ev": [4.0, 4.0],
  "e_homo_ev": [0.88, -3.35],
  "mol_weight_da": 122.21,
  "e_above_lowest_kcal_mol": 4.8,
  "multiplicity": 2,
  "s2": 0.761,
  "gap_ev": [3.172, 7.349],
  "total_charge": -1,
  "species": ["C", "C", "C", "C", "C", "C", "C", "H", "H", "H", "H", "H", "H", "H", "H", "C", "C", "H", "H", "H", "H", "H", "H"],
  "xyz": [[0.232455, 1.784037, -1.980306], [0.236127, 1.350496, 0.481048], [-0.466370, 1.384097, -0.713723], [-0.448657, 1.058700, 1.709687], [-1.733013, 0.491357, 1.677434], [-1.784505, 0.917446, -0.752994], [-2.371630, 0.394243, 0.455303], [1.253278, 1.739957, 0.517416], [0.017192, 1.298654, 2.670313], [0.481395, 0.933576, -2.628741], [1.203063, 2.261993, -1.795313], [-2.179623, 0.091714, 2.579563], [-2.441153, 0.998714, -1.620513], [-3.421973, 0.128147, 0.448316], [-0.402541, 2.444939, -2.569843], [0.828850, -2.098601, -0.185300], [2.156349, -2.221036, 0.580844], [0.447741, -1.090311, -0.206727], [0.971372, -2.404557, -1.229802], [-0.002985, -2.676145, 0.227474], [2.277373, -1.449599, 1.337780], [2.988198, -2.167321, -0.126289], [2.159064, -3.170506, 1.124375]],
  "forces_ev_per_angstrom": [[0.4, -0.1, -0.3], [-0.2, 0.8, -0.2], [0.6, -0.6, 0.2], [0.3, -0.2, 1.0], [0.5, 0.1, -1.0], [-0.7, 0.0, 0.1], [-0.5, 0.1, 0.5], [-0.1, -0.1, -0.1], [0.0, -0.3, -0.3], [-0.3, -0.1, 0.1], [-0.3, 0.2, 0.1], [-0.2, 0.2, 0.1], [0.4, 0.0, -0.1], [0.0, -0.4, -0.1], [0.0, 0.2, -0.1], [-0.1, -0.1, -0.3], [-0.6, -0.3, 0.0], [0.1, 0.5, 0.0], [-0.1, -0.1, 0.2], [0.3, -0.2, 0.1], [-0.1, 0.2, -0.1], [0.1, -0.1, 0.3], [0.4, -0.1, -0.2]],
  "nbo_charge": [-0.62, -0.35, -0.02, -0.42, -0.24, -0.44, -0.33, 0.17, 0.17, 0.19, 0.19, 0.18, 0.17, 0.17, 0.19, -0.62, -0.61, 0.26, 0.18, 0.20, 0.21, 0.19, 0.18]
}

=====

{
  "formula": "C9H14",
  "method": "ωB97M-V with the def2-TZVPD basis set",
  "e_lumo_ev": 1.0,
  "e_homo_ev": -9.06,
  "mol_weight_da": 122.21,
  "e_above_lowest_kcal_mol": 5.3,
  "gap_ev": 10.077,
  "smiles": "Cc1ccccc1.CC",
  "total_charge": 0,
  "species": ["C", "C", "H", "H", "H", "H", "H", "H", "C", "C", "C", "C", "C", "C", "C", "H", "H", "H", "H", "H", "H", "H", "H"],
  "xyz": [[-0.052775, 2.756904, -1.801634], [1.350434, 2.554929, -1.236941], [-0.090629, 3.608689, -2.483903], [-0.279101, 1.902197, -2.453031], [-0.808496, 2.727342, -1.023482], [2.079411, 2.668991, -2.028634], [1.626094, 3.338369, -0.520456], [1.428049, 1.615069, -0.689205], [-0.710484, -1.845793, -1.325491], [0.985771, -0.726251, 1.881847], [0.032445, -1.058112, 2.833594], [0.684151, -0.907094, 0.539391], [-0.485636, -1.532292, 0.121256], [-1.179822, -1.607298, 2.438654], [-1.436999, -1.836130, 1.095025], [1.898409, -0.260496, 2.233322], [0.260101, -0.946718, 3.884348], [1.389051, -0.587510, -0.214997], [-1.942717, -1.846861, 3.175001], [-1.679350, -1.471407, -1.638578], [-0.722964, -2.900643, -1.597982], [-2.373896, -2.282625, 0.765390], [0.028953, -1.363261, -1.953493]],
  "forces_ev_per_angstrom": [[0.4, -1.0, -0.6], [-0.2, 0.8, 0.5], [-0.3, 0.3, 0.5], [0.0, 0.0, 0.1], [-0.2, 0.5, 0.0], [0.3, -0.5, -0.2], [-0.2, 0.0, 0.0], [0.2, 0.0, -0.3], [-0.4, 0.3, -0.3], [-0.6, 0.4, 0.3], [0.1, -0.4, 0.1], [0.4, -0.2, -0.2], [0.1, 0.0, 0.4], [-0.3, 0.1, 0.0], [0.0, -0.3, -0.3], [0.1, -0.1, -0.3], [-0.1, 0.1, 0.1], [0.2, -0.1, -0.1], [0.2, 0.0, -0.1], [-0.2, 0.2, -0.1], [0.2, -0.2, 0.4], [0.1, 0.0, 0.2], [0.2, 0.1, -0.1]],
  "nbo_charge": [-0.61, -0.61, 0.21, 0.20, 0.21, 0.20, 0.20, 0.20, -0.63, -0.20, -0.22, -0.22, -0.01, -0.21, -0.21, 0.21, 0.21, 0.21, 0.21, 0.22, 0.22, 0.21, 0.21]
}